# C56H89AsF21N6O6P

A molecular structure, C56H89AsF21N6O6P in a non-equilibrium geometry (the ωB97M-V functional and the def2-TZVPD basis, OMol25).

gap between HOMO and LUMO: 6.593 eV
charge: 0
calculated total energy: -207934.13171 eV

Last column: Löwdin charge in e.
CARTESIAN COORDINATES (ANGSTROEM)
C  -8.857  0.825  9.582  -0.111
C  -7.997  -0.031  8.657  -0.251
C  -8.852  -1.212  8.148  -0.189
C  -7.890  -2.234  7.398  -0.068
N  -8.666  -3.519  6.960  -0.158
C  -10.053  -3.295  6.310  -0.116
C  -10.629  -4.702  6.204  -0.141
C  -10.287  -5.282  7.616  -0.127
C  -9.048  -4.548  8.152  -0.031
C  -7.800  -4.237  5.834  -0.114
C  -6.326  -4.293  6.267  -0.213
C  -5.478  -5.322  5.389  -0.070
H  -8.224  1.515  10.139  0.078
H  -9.382  0.222  10.324  0.073
H  -9.614  1.424  9.076  0.076
H  -7.165  -0.386  9.264  0.115
H  -7.609  0.551  7.821  0.115
H  -9.634  -0.834  7.489  0.105
H  -9.471  -1.557  8.977  0.103
H  -7.171  -2.644  8.107  0.126
H  -7.414  -1.685  6.585  0.137
H  -9.854  -2.766  5.379  0.134
H  -10.672  -2.639  6.922  0.123
H  -10.249  -5.261  5.349  0.111
H  -11.713  -4.623  6.120  0.121
H  -10.163  -6.358  7.494  0.121
H  -11.038  -4.991  8.351  0.118
H  -8.158  -5.154  8.319  0.121
H  -9.272  -3.950  9.036  0.121
H  -7.863  -3.728  4.872  0.137
H  -8.045  -5.271  5.593  0.123
H  -6.209  -4.615  7.302  0.105
H  -5.946  -3.289  6.077  0.102
H  -5.419  -4.976  4.357  0.071
H  -5.787  -6.363  5.292  0.071
H  -4.455  -5.413  5.753  0.079
C  5.269  -0.534  -0.121  -0.094
C  4.681  -1.664  -0.941  -0.255
C  3.424  -1.329  -1.690  -0.211
C  2.363  -0.482  -1.028  -0.114
N  1.132  -0.367  -1.964  -0.152
C  -0.035  0.311  -1.177  -0.105
C  -0.944  -0.714  -0.655  -0.196
C  -0.922  -1.746  -1.714  -0.144
C  0.587  -1.807  -1.961  -0.127
C  1.373  0.098  -3.448  -0.037
C  2.050  1.497  -3.423  -0.235
C  2.442  2.124  -4.750  -0.098
H  6.303  -0.726  0.167  0.079
H  4.801  -0.403  0.854  0.081
H  5.198  0.403  -0.673  0.074
H  4.496  -2.529  -0.303  0.116
H  5.332  -2.114  -1.690  0.118
H  3.127  -2.335  -1.987  0.118
H  3.682  -0.736  -2.568  0.113
H  2.699  0.554  -0.973  0.117
H  2.147  -0.757  0.004  0.149
H  -0.668  0.971  -1.770  0.140
H  0.482  0.920  -0.436  0.133
H  -2.007  -0.542  -0.489  0.139
H  -0.502  -0.960  0.310  0.133
H  -1.443  -1.471  -2.631  0.129
H  -1.363  -2.672  -1.346  0.135
H  1.105  -2.395  -2.718  0.131
H  0.968  -2.464  -1.178  0.133
H  0.334  0.109  -3.776  0.136
H  1.952  -0.655  -3.982  0.133
H  3.001  1.563  -2.895  0.102
H  1.437  2.261  -2.947  0.112
H  3.300  1.625  -5.199  0.083
H  2.630  3.182  -4.566  0.084
H  1.623  2.113  -5.469  0.081
As  1.652  -1.978  7.600  0.913
F  3.099  -1.317  6.650  -0.337
F  2.352  -1.323  9.114  -0.303
F  0.196  -2.604  8.546  -0.346
F  1.030  -2.684  6.098  -0.307
F  2.580  -3.446  7.966  -0.298
F  0.583  -0.540  7.344  -0.323
P  -1.268  -5.154  -8.814  0.092
F  -2.479  -4.692  -9.719  -0.160
F  -0.469  -5.651  -10.219  -0.214
F  -0.662  -3.699  -8.895  -0.160
F  -0.056  -5.602  -7.846  -0.177
F  -2.116  -4.633  -7.550  -0.198
F  -2.000  -6.583  -8.574  -0.183
N  10.427  -2.597  -5.465  0.004
C  11.474  -2.113  -4.808  -0.170
C  11.970  -0.934  -5.420  -0.086
C  11.020  -0.677  -6.436  -0.133
C  10.156  -1.737  -6.489  -0.156
H  9.980  -3.480  -5.261  0.156
H  11.927  -2.601  -3.958  0.102
H  12.853  -0.341  -5.234  0.087
H  11.181  0.018  -7.247  0.091
H  9.281  -1.922  -7.094  0.104
N  -2.757  -9.581  -2.897  -0.018
C  -3.544  -10.036  -1.871  -0.142
C  -2.960  -11.231  -1.424  -0.111
C  -1.806  -11.463  -2.262  -0.102
C  -1.616  -10.291  -3.006  -0.144
H  -2.874  -8.777  -3.498  0.152
H  -4.469  -9.589  -1.538  0.095
H  -3.385  -11.852  -0.650  0.079
H  -1.086  -12.254  -2.111  0.079
H  -0.764  -9.955  -3.577  0.111
N  3.376  10.551  0.154  -0.021
C  2.335  11.265  0.650  -0.167
C  1.235  10.432  0.724  -0.114
C  1.724  9.046  0.640  -0.067
C  3.072  9.223  0.110  -0.129
H  4.241  10.969  -0.160  0.150
H  2.279  12.343  0.618  0.104
H  0.230  10.754  0.952  0.082
H  1.126  8.150  0.560  0.069
H  3.792  8.492  -0.227  0.093
N  -3.925  6.466  -5.725  -0.022
C  -3.410  7.014  -4.688  -0.207
C  -2.392  7.843  -5.076  -0.091
C  -2.494  7.924  -6.525  -0.087
C  -3.363  6.919  -6.865  -0.148
H  -4.680  5.795  -5.720  0.161
H  -3.679  6.707  -3.688  0.113
H  -1.614  8.372  -4.545  0.086
H  -1.853  8.527  -7.151  0.088
H  -3.769  6.582  -7.807  0.108
C  5.807  -10.418  1.477  -0.093
C  6.304  -10.060  2.723  -0.114
C  5.751  -8.995  3.366  -0.098
C  4.472  -8.470  3.062  -0.089
C  3.867  -8.994  1.980  -0.110
C  4.536  -9.964  1.209  -0.100
H  6.261  -11.172  0.851  0.101
H  7.100  -10.607  3.207  0.103
H  6.341  -8.646  4.201  0.099
H  4.119  -7.600  3.596  0.106
H  2.919  -8.591  1.655  0.100
H  4.185  -10.247  0.227  0.096
C  3.799  4.498  -14.898  -0.053
C  2.825  5.047  -13.839  -0.251
O  3.531  5.959  -13.062  -0.025
C  3.205  7.354  -13.104  -0.249
O  2.177  7.809  -13.598  0.141
C  4.236  8.233  -12.298  -0.514
F  4.698  9.199  -13.161  0.131
F  3.475  8.800  -11.376  0.173
F  5.264  7.622  -11.694  0.171
H  4.787  4.131  -14.619  0.076
H  4.022  5.254  -15.651  0.077
H  3.286  3.716  -15.459  0.075
H  2.383  4.453  -13.039  0.128
H  1.896  5.319  -14.340  0.120
C  -13.590  3.321  4.635  -0.054
C  -12.547  4.489  4.769  -0.166
O  -11.357  3.995  4.159  0.035
C  -10.256  4.689  4.205  -0.392
O  -10.106  5.649  4.946  0.157
C  -9.149  4.153  3.359  -0.671
F  -8.531  5.185  2.935  0.237
F  -8.295  3.452  4.015  0.218
F  -9.550  3.334  2.377  0.169
H  -14.614  3.693  4.657  0.070
H  -13.597  2.719  5.544  0.065
H  -13.509  2.700  3.743  0.077
H  -12.398  4.665  5.834  0.125
H  -12.950  5.375  4.279  0.131
C  12.606  5.388  2.655  -0.062
C  13.805  5.294  3.593  -0.216
O  14.295  6.586  3.959  0.035
C  15.466  6.688  4.618  -0.314
O  16.203  5.756  4.964  0.133
C  15.987  8.133  4.819  -0.652
F  16.282  8.388  6.079  0.188
F  17.071  8.373  4.140  0.198
F  15.169  9.033  4.394  0.204
H  12.918  5.880  1.734  0.077
H  11.756  5.950  3.043  0.078
H  12.195  4.398  2.461  0.081
H  14.616  4.693  3.180  0.125
H  13.506  4.645  4.417  0.126